# 1
The following is a DFT calculation (ωB97M-V/def2-TZVPD) of a molecular structure, C24H66N5NaO7 in a non-equilibrium geometry.

CARTESIAN COORDINATES (ANGSTROEM)
Na (-1.741, -0.675, 3.468)
C (-0.414, 1.503, 0.591)
C (0.478, 0.292, 0.393)
O (0.447, -0.586, 1.445)
H (-1.368, 1.203, 1.024)
H (-0.535, 2.078, -0.327)
H (0.019, 2.222, 1.287)
H (1.460, 0.733, 0.225)
H (0.276, -0.064, -0.617)
C (0.039, 5.953, -3.297)
C (0.504, 4.494, -2.724)
C (-0.292, 3.340, -3.344)
O (-1.594, 3.618, -3.049)
C (-2.537, 2.669, -3.569)
N (1.962, 4.334, -2.896)
H (0.353, 6.769, -2.646)
H (-1.043, 5.952, -3.164)
H (0.144, 6.170, -4.361)
H (0.185, 4.417, -1.685)
H (0.113, 2.378, -3.030)
H (-0.079, 3.345, -4.413)
H (-3.567, 2.970, -3.377)
H (-2.143, 1.726, -3.190)
H (-2.465, 2.565, -4.651)
H (2.242, 3.951, -2.005)
H (2.252, 5.282, -3.090)
C (-0.638, -7.248, -1.305)
C (-0.795, -5.995, -2.221)
C (0.352, -4.972, -2.293)
O (0.107, -4.008, -3.268)
C (0.850, -2.790, -3.197)
N (-1.030, -6.637, -3.486)
H (-1.218, -7.127, -0.391)
H (0.331, -7.431, -0.840)
H (-1.092, -8.161, -1.692)
H (-1.760, -5.534, -2.011)
H (1.292, -5.474, -2.522)
H (0.565, -4.571, -1.302)
H (0.714, -2.352, -2.208)
H (0.767, -2.104, -4.040)
H (1.921, -2.984, -3.147)
H (-1.974, -6.967, -3.339)
H (-1.096, -5.916, -4.190)
C (1.124, 3.152, 5.182)
C (1.606, 1.930, 4.337)
C (2.549, 2.333, 3.319)
O (3.055, 1.246, 2.581)
C (3.950, 1.849, 1.600)
N (2.287, 1.052, 5.310)
H (0.662, 3.989, 4.657)
H (2.061, 3.532, 5.589)
H (0.489, 2.975, 6.050)
H (0.746, 1.567, 3.774)
H (3.368, 2.840, 3.830)
H (1.995, 3.026, 2.686)
H (3.337, 2.342, 0.844)
H (4.540, 1.071, 1.116)
H (4.675, 2.540, 2.030)
H (1.544, 0.909, 5.979)
H (2.899, 1.454, 6.006)
C (-3.335, -1.681, 0.284)
C (-4.266, -1.314, 1.379)
C (-4.329, -2.383, 2.473)
O (-3.121, -2.419, 3.263)
C (-3.107, -3.380, 4.302)
N (-4.024, 0.011, 1.922)
H (-3.492, -1.167, -0.664)
H (-3.383, -2.742, 0.037)
H (-2.313, -1.427, 0.566)
H (-5.253, -1.228, 0.924)
H (-4.686, -3.381, 2.218)
H (-5.152, -2.174, 3.157)
H (-4.005, -3.138, 4.871)
H (-2.337, -3.319, 5.072)
H (-3.348, -4.389, 3.969)
H (-4.178, 0.645, 1.152)
H (-4.618, 0.233, 2.708)
C (3.546, -3.308, -0.160)
C (4.182, -1.952, -0.423)
C (3.623, -1.196, -1.559)
O (4.392, 0.008, -1.783)
C (3.980, 0.794, -2.913)
N (4.091, -1.283, 0.804)
H (2.725, -3.262, 0.556)
H (4.342, -4.013, 0.081)
H (3.107, -3.745, -1.057)
H (5.216, -2.159, -0.698)
H (2.557, -1.014, -1.421)
H (3.588, -1.801, -2.465)
H (4.450, 1.776, -2.876)
H (2.928, 1.056, -2.806)
H (4.124, 0.346, -3.896)
H (4.986, -1.214, 1.266)
H (3.947, -0.347, 0.453)
C (-2.778, 3.961, 0.421)
C (-3.827, 2.974, 0.879)
O (-4.473, 2.475, -0.154)
H (-2.237, 3.356, -0.307)
H (-2.146, 4.185, 1.281)
H (-3.151, 4.893, -0.004)
H (-4.562, 3.391, 1.568)
H (-3.246, 2.180, 1.348)
H (-5.292, 2.974, -0.200)

Summary:
2S+1 = 2
Charge = +1
E_LUMO (spin up / spin down) = -0.121 / -0.167 Ha
Kohn-Sham gap (spin up / spin down) = 0.2734 / 0.2277 hartree


# 2
The following is a DFT calculation (ωB97M-V/def2-TZVPD) of 6 unconnected molecules or ions with the total composition C24H66N6O6 in a non-equilibrium geometry.

CARTESIAN COORDINATES (ANGSTROEM)
C (11.415, -2.429, -0.431)
O (10.030, -1.972, -0.537)
C (9.433, -1.557, 0.684)
C (8.786, -0.099, 0.277)
C (8.292, 0.671, 1.467)
N (7.673, -0.278, -0.646)
H (11.654, -2.423, -1.495)
H (11.583, -3.366, 0.099)
H (12.064, -1.646, -0.040)
H (8.685, -2.240, 1.086)
H (10.195, -1.307, 1.422)
H (9.388, 0.571, -0.337)
H (9.249, 1.006, 1.866)
H (7.865, -0.009, 2.204)
H (7.686, 1.543, 1.225)
H (8.123, -0.771, -1.404)
H (7.642, 0.658, -1.024)
C (6.293, -2.122, -7.958)
O (5.013, -2.532, -7.510)
C (5.079, -3.914, -7.005)
C (3.759, -4.115, -6.265)
C (3.791, -5.418, -5.515)
N (2.575, -4.219, -7.130)
H (6.369, -1.049, -7.782)
H (6.289, -2.236, -9.042)
H (7.226, -2.523, -7.562)
H (4.954, -4.492, -7.921)
H (5.963, -4.158, -6.415)
H (3.666, -3.276, -5.575)
H (3.907, -6.285, -6.166)
H (2.947, -5.507, -4.831)
H (4.651, -5.362, -4.848)
H (2.900, -4.686, -7.964)
H (2.485, -3.272, -7.469)
C (-1.730, -7.210, 7.085)
O (-3.017, -7.704, 7.534)
C (-3.976, -7.799, 6.500)
C (-5.321, -8.243, 7.205)
C (-5.123, -9.631, 7.900)
N (-6.362, -8.337, 6.176)
H (-1.338, -7.772, 6.238)
H (-1.026, -7.327, 7.909)
H (-1.850, -6.136, 6.940)
H (-4.228, -6.889, 5.956)
H (-3.662, -8.618, 5.853)
H (-5.553, -7.446, 7.912)
H (-4.501, -9.548, 8.791)
H (-4.737, -10.394, 7.224)
H (-6.096, -9.987, 8.239)
H (-7.249, -8.453, 6.645)
H (-6.307, -7.589, 5.499)
C (-9.390, 1.249, -2.712)
O (-8.839, 2.539, -2.718)
C (-7.657, 2.588, -1.940)
C (-7.271, 4.055, -1.575)
C (-7.125, 5.037, -2.748)
N (-6.155, 4.224, -0.724)
H (-10.325, 1.460, -3.231)
H (-9.519, 0.854, -1.705)
H (-8.645, 0.756, -3.336)
H (-7.732, 2.005, -1.022)
H (-6.792, 2.142, -2.430)
H (-8.168, 4.301, -1.007)
H (-7.199, 6.078, -2.434)
H (-7.781, 5.053, -3.618)
H (-6.092, 4.897, -3.065)
H (-6.157, 3.372, -0.182)
H (-5.345, 4.241, -1.327)
C (-2.436, 11.777, -0.890)
O (-1.083, 11.574, -0.465)
C (-1.030, 10.441, 0.461)
C (0.412, 10.125, 0.757)
C (0.541, 8.838, 1.695)
N (1.067, 11.204, 1.500)
H (-2.451, 12.538, -1.671)
H (-3.155, 12.090, -0.133)
H (-2.806, 10.947, -1.492)
H (-1.819, 10.615, 1.192)
H (-1.477, 9.644, -0.133)
H (0.901, 9.955, -0.202)
H (0.355, 9.140, 2.726)
H (1.609, 8.622, 1.658)
H (-0.059, 7.960, 1.456)
H (1.019, 12.146, 1.139)
H (0.574, 11.235, 2.380)
C (-3.879, -0.830, 2.524)
O (-2.842, -0.331, 1.652)
C (-1.600, -1.007, 1.800)
C (-0.576, -0.592, 0.766)
C (-0.821, -0.759, -0.712)
N (0.712, -1.323, 1.073)
H (-3.408, -1.033, 3.486)
H (-4.291, -1.728, 2.064)
H (-4.635, -0.063, 2.691)
H (-1.127, -0.869, 2.772)
H (-1.797, -2.076, 1.723)
H (-0.348, 0.463, 0.917)
H (-0.050, -0.525, -1.447)
H (-1.696, -0.179, -1.004)
H (-1.180, -1.760, -0.949)
H (0.597, -2.306, 0.874)
H (1.423, -0.889, 0.502)

Summary:
2S+1 = 1
SMILES = COC[C@H](C)N.COC[C@H](C)N.COC[C@H](C)N.COC[C@H](C)N.COC[C@H](C)N.COC[C@H](C)N
E_LUMO = 0.023 Ha
Kohn-Sham gap = 0.3598 hartree


# 3
The following is a DFT calculation (ωB97M-V/def2-TZVPD) of 6 unconnected molecules or ions with the total composition C24H66N6O6 in a non-equilibrium geometry.

CARTESIAN COORDINATES (ANGSTROEM)
C (-5.312, -9.467, -11.680)
O (-5.323, -9.984, -13.027)
C (-4.391, -11.016, -13.131)
C (-4.662, -11.848, -14.403)
C (-4.263, -11.045, -15.635)
N (-6.036, -12.302, -14.656)
H (-5.748, -8.470, -11.620)
H (-4.325, -9.242, -11.276)
H (-6.008, -9.968, -11.007)
H (-3.345, -10.712, -13.096)
H (-4.500, -11.664, -12.261)
H (-3.955, -12.673, -14.481)
H (-3.248, -10.667, -15.520)
H (-5.012, -10.283, -15.848)
H (-4.205, -11.725, -16.485)
H (-6.630, -11.523, -14.410)
H (-6.239, -12.930, -13.893)
C (-5.057, -11.808, -19.401)
O (-4.276, -12.477, -20.402)
C (-3.436, -13.470, -19.859)
C (-2.664, -14.160, -20.973)
C (-2.254, -15.544, -20.531)
N (-1.423, -13.511, -21.321)
H (-5.888, -12.425, -19.058)
H (-5.522, -10.931, -19.850)
H (-4.399, -11.550, -18.571)
H (-2.934, -13.080, -18.974)
H (-4.147, -14.169, -19.418)
H (-3.236, -14.144, -21.901)
H (-3.088, -16.230, -20.678)
H (-1.781, -15.595, -19.550)
H (-1.533, -15.868, -21.282)
H (-1.078, -13.994, -22.138)
H (-1.574, -12.564, -21.639)
C (-5.289, -6.041, -16.470)
O (-3.964, -6.225, -16.965)
C (-3.208, -7.262, -16.309)
C (-1.834, -6.773, -16.016)
C (-0.981, -7.802, -15.265)
N (-1.944, -5.568, -15.262)
H (-5.525, -5.907, -15.415)
H (-5.978, -6.806, -16.829)
H (-5.604, -5.082, -16.880)
H (-3.646, -7.651, -15.390)
H (-3.110, -8.134, -16.955)
H (-1.521, -6.522, -17.029)
H (-0.868, -8.744, -15.800)
H (-1.488, -8.056, -14.334)
H (-0.055, -7.406, -14.847)
H (-2.517, -4.922, -15.787)
H (-1.133, -5.003, -15.053)
C (-11.112, -15.908, -10.553)
O (-11.048, -15.733, -11.916)
C (-9.815, -15.580, -12.596)
C (-9.097, -14.285, -12.148)
C (-9.905, -13.022, -12.011)
N (-7.979, -13.964, -13.040)
H (-12.136, -16.166, -10.283)
H (-10.947, -14.948, -10.063)
H (-10.406, -16.565, -10.045)
H (-9.225, -16.495, -12.645)
H (-10.189, -15.379, -13.600)
H (-8.792, -14.398, -11.108)
H (-9.393, -12.136, -11.636)
H (-10.888, -13.180, -11.566)
H (-10.004, -12.671, -13.038)
H (-7.520, -14.811, -13.343)
H (-8.482, -13.678, -13.868)
C (-5.222, -5.435, -8.687)
O (-6.332, -6.240, -8.931)
C (-6.974, -6.702, -7.738)
C (-8.229, -7.492, -8.022)
C (-8.755, -8.053, -6.713)
N (-7.909, -8.612, -8.894)
H (-4.900, -4.935, -9.600)
H (-4.496, -5.998, -8.101)
H (-5.557, -4.633, -8.029)
H (-6.294, -7.167, -7.023)
H (-7.295, -5.761, -7.292)
H (-9.031, -6.956, -8.531)
H (-8.009, -8.589, -6.126)
H (-9.673, -8.635, -6.791)
H (-9.029, -7.241, -6.040)
H (-7.182, -9.265, -8.637)
H (-7.598, -8.292, -9.800)
C (-13.188, -8.986, -12.228)
O (-11.987, -8.242, -12.225)
C (-10.801, -9.101, -12.195)
C (-10.055, -9.113, -13.633)
C (-8.620, -9.733, -13.660)
N (-10.130, -7.769, -14.171)
H (-14.125, -8.435, -12.306)
H (-13.246, -9.693, -11.401)
H (-13.115, -9.628, -13.106)
H (-10.158, -8.664, -11.430)
H (-10.964, -10.118, -11.839)
H (-10.627, -9.682, -14.366)
H (-8.194, -9.507, -14.637)
H (-8.628, -10.817, -13.541)
H (-7.932, -9.184, -13.016)
H (-9.872, -7.100, -13.460)
H (-11.034, -7.436, -14.476)

Summary:
2S+1 = 1
SMILES = COC[C@H](C)N.COC[C@H](C)N.COC[C@H](C)N.COC[C@H](C)N.COC[C@H](C)N.COC[C@H](C)N
E_LUMO = 0.024 Ha
Kohn-Sham gap = 0.3488 hartree


# 4
The following is a DFT calculation (ωB97M-V/def2-TZVPD) of 7 unconnected molecules or ions with the total composition C24H67N5O7 in a non-equilibrium geometry.

CARTESIAN COORDINATES (ANGSTROEM)
C (-17.227, 1.282, 8.417)
O (-16.636, 2.464, 8.950)
C (-15.217, 2.488, 8.940)
C (-14.557, 2.618, 7.554)
C (-13.083, 2.517, 7.623)
N (-14.957, 3.895, 6.929)
H (-17.082, 1.133, 7.387)
H (-18.296, 1.316, 8.733)
H (-16.854, 0.376, 8.929)
H (-15.026, 3.312, 9.604)
H (-14.930, 1.523, 9.418)
H (-15.016, 1.837, 6.959)
H (-12.747, 3.230, 8.420)
H (-12.617, 2.823, 6.625)
H (-12.748, 1.511, 7.819)
H (-15.920, 3.849, 6.598)
H (-14.899, 4.652, 7.589)
C (-21.343, 3.738, 9.537)
O (-20.871, 4.533, 8.433)
C (-19.772, 3.969, 7.841)
C (-19.305, 4.741, 6.619)
C (-18.536, 3.869, 5.699)
N (-18.509, 5.916, 7.048)
H (-22.410, 3.661, 9.312)
H (-21.177, 4.304, 10.491)
H (-20.954, 2.723, 9.570)
H (-18.843, 3.976, 8.438)
H (-19.988, 2.960, 7.475)
H (-20.201, 5.155, 6.135)
H (-17.935, 4.527, 5.109)
H (-19.099, 3.227, 5.031)
H (-17.992, 3.140, 6.260)
H (-19.134, 6.385, 7.681)
H (-17.612, 5.638, 7.480)
C (-10.017, 5.188, 10.325)
O (-10.383, 3.902, 10.837)
C (-11.102, 4.075, 12.024)
C (-11.531, 2.678, 12.539)
C (-12.053, 1.669, 11.481)
N (-12.475, 2.894, 13.589)
H (-9.350, 4.928, 9.464)
H (-9.377, 5.714, 11.038)
H (-10.892, 5.751, 10.110)
H (-10.615, 4.613, 12.807)
H (-12.033, 4.645, 11.759)
H (-10.689, 2.105, 12.864)
H (-12.409, 0.779, 11.990)
H (-11.242, 1.493, 10.716)
H (-12.910, 2.052, 10.880)
H (-12.309, 2.286, 14.410)
H (-13.438, 2.945, 13.261)
C (-17.119, 5.002, 13.752)
O (-18.004, 6.020, 13.428)
C (-19.214, 5.468, 12.911)
C (-20.085, 6.573, 12.299)
C (-19.448, 7.130, 11.000)
N (-20.309, 7.754, 13.146)
H (-17.208, 4.231, 12.897)
H (-17.425, 4.529, 14.703)
H (-16.065, 5.421, 13.829)
H (-19.006, 4.763, 12.063)
H (-19.656, 4.883, 13.706)
H (-21.079, 6.121, 12.096)
H (-18.487, 7.602, 11.271)
H (-20.148, 7.920, 10.568)
H (-19.379, 6.403, 10.195)
H (-19.417, 8.179, 13.347)
H (-20.798, 7.587, 13.999)
C (-13.794, 8.362, 7.087)
O (-15.111, 8.580, 7.455)
C (-15.515, 9.880, 7.144)
C (-16.935, 10.062, 7.387)
C (-17.394, 10.055, 8.881)
N (-17.645, 9.099, 6.556)
H (-13.498, 7.398, 7.499)
H (-13.178, 9.151, 7.581)
H (-13.617, 8.407, 6.007)
H (-14.961, 10.557, 7.752)
H (-15.239, 9.963, 6.116)
H (-17.242, 11.028, 6.972)
H (-18.476, 9.809, 8.731)
H (-17.300, 11.054, 9.341)
H (-16.800, 9.308, 9.450)
H (-18.626, 9.233, 6.639)
H (-17.454, 8.172, 6.966)
C (-18.388, 1.065, 13.121)
C (-19.462, 0.794, 14.130)
O (-20.471, 1.825, 14.176)
H (-18.750, 1.296, 12.163)
H (-17.685, 0.217, 13.052)
H (-17.867, 1.961, 13.344)
H (-19.076, 0.693, 15.137)
H (-19.973, -0.174, 13.946)
H (-21.114, 1.685, 13.474)
C (-14.405, 7.210, 10.559)
C (-15.650, 6.379, 10.260)
O (-15.891, 6.297, 8.883)
H (-13.488, 6.730, 10.220)
H (-14.191, 7.268, 11.615)
H (-14.591, 8.141, 10.115)
H (-16.510, 6.840, 10.657)
H (-15.600, 5.388, 10.642)
H (-15.770, 7.161, 8.437)

Summary:
2S+1 = 1
SMILES = COC[C@H](C)N.COC[C@H](C)N.COC[C@H](C)N.COC[C@H](C)N.COC[C@H](C)N.CCO.CCO
E_LUMO = 0.018 Ha
Kohn-Sham gap = 0.3395 hartree


Look up the 2S+1 of the third one.
1